{
  "formula": "C3H2F6NO2",
  "method": "ωB97M-V with the def2-TZVPD basis set",
  "elements": ["C", "C", "C", "N", "O", "O", "F", "F", "F", "F", "F", "F", "H", "H"],
  "positions_angstrom": [[-0.248, 0.414, -0.186], [-0.777, -0.797, 0.538], [-0.879, 1.726, 0.011], [0.356, 0.302, -1.367], [0.872, -0.819, -1.723], [2.659, -1.302, 0.259], [-1.129, -0.526, 1.797], [-1.929, -1.231, 0.023], [-0.020, -1.912, 0.445], [-0.199, 2.422, 1.029], [-2.219, 1.865, 0.327], [-0.816, 2.422, -1.104], [2.019, -0.630, 0.377], [2.311, -1.933, -0.426]],
  "lowdin_charge": [-0.162, -0.601, -0.549, -0.047, -0.186, -0.090, 0.133, 0.119, 0.111, 0.050, 0.081, 0.126, -0.032, 0.046],
  "energy_ha": -919.96660,
  "homo_energy_ev": -4.13,
  "relative_energy_kcal_mol": 0.0,
  "orbital_gap_ev": 8.15,
  "total_charge": -1,
  "largest_force_ev_per_a": 2.79
}

---

{
  "formula": "C4H5ClN2",
  "method": "ωB97M-V with the def2-TZVPD basis set",
  "elements": ["C", "N", "N", "C", "C", "C", "Cl", "H", "H", "H", "H", "H"],
  "positions_angstrom": [[2.609, 0.604, 0.161], [1.558, 0.605, -0.629], [1.026, -0.658, -0.517], [-0.162, -0.823, -0.269], [-1.239, 0.166, -0.178], [-2.518, -0.295, -0.058], [-0.798, 1.870, -0.235], [2.869, 0.007, 0.977], [2.971, 1.684, 0.417], [-0.273, -2.055, -0.005], [-3.408, 0.320, -0.036], [-2.635, -1.425, 0.371]],
  "lowdin_charge": [-0.036, -0.101, -0.050, -0.259, -0.695, -0.012, 0.670, 0.041, 0.093, 0.181, 0.048, 0.121],
  "energy_ha": -724.96327,
  "homo_energy_ev": -9.10,
  "relative_energy_kcal_mol": 108.1,
  "orbital_gap_ev": 9.23,
  "total_charge": 0,
  "largest_force_ev_per_a": 6.14
}